Entry 1:
A structure of composition H5N2PS in a non-equilibrium geometry, computed with ωB97M-V/def2-TZVPD.

ΔE to the lowest compared entry with this formula, charge and spin = 88.1 kcal per mole
Max |F| = 0.113 Eh/bohr
E_LUMO (alpha / beta) = 0.39 / 0.39 eV

```
9
Properties=species:S:1:pos:R:3:nbo_charge:R:1
N 1.790 -0.210 -0.750 -0.626
N 0.872 0.143 0.112 -0.500
P -1.186 -0.715 -0.593 0.280
S -2.733 0.491 0.374 -0.337
H 2.147 -1.137 -0.749 0.376
H 2.045 0.451 -1.652 0.346
H 0.622 1.131 0.072 0.354
H -1.220 -1.596 0.553 -0.029
H -3.113 -0.294 1.342 0.135
```

---

Entry 2:
A structure of composition C36H39Cl2F4N3OSTeTl, computed with ωB97M-V/def2-TZVPD.

Multiplicity = 2
Charge = -2
Max |F| = 0.016 Eh/bohr
E_LUMO (alpha / beta) = 3.79 / 3.78 eV

```
88
Properties=species:S:1:pos:R:3:nbo_charge:R:1
Tl -1.257 0.688 1.350 0.726
C -3.772 -1.707 1.465 -0.416
N -3.940 -0.586 0.555 -0.466
C -4.068 -1.030 -0.815 -0.405
C -5.015 0.314 0.971 -0.214
C -4.575 1.751 1.244 -0.222
N -3.535 1.785 2.248 -0.731
C -3.351 2.876 2.980 0.115
C -2.369 2.828 4.018 0.287
F -1.708 1.662 4.196 -0.320
C -2.070 3.879 4.840 0.340
F -1.121 3.709 5.791 -0.331
C -2.713 5.108 4.747 -0.456
C -3.672 5.192 3.759 0.351
F -4.339 6.364 3.591 -0.340
C -3.993 4.147 2.921 0.199
F -4.946 4.401 1.974 -0.343
H -4.669 -2.353 1.491 0.144
H -3.572 -1.342 2.473 0.231
H -2.916 -2.308 1.159 0.216
H -4.968 -1.655 -0.977 0.145
H -3.191 -1.617 -1.093 0.210
H -4.127 -0.168 -1.484 0.196
H -5.474 -0.081 1.883 0.187
H -5.797 0.331 0.198 0.166
H -5.482 2.288 1.544 0.179
H -4.247 2.204 0.293 0.171
H -2.454 5.945 5.375 0.223
Cl 1.433 1.721 2.783 0.008
C 2.062 3.260 2.267 0.035
C 3.250 3.655 2.856 -0.267
C 3.834 4.863 2.508 -0.270
C 3.201 5.658 1.566 -0.245
C 2.014 5.241 0.991 -0.060
Cl 1.307 6.318 -0.189 -0.032
C 1.366 4.020 1.293 -0.247
S -0.106 3.538 0.540 -0.408
H 3.709 3.004 3.588 0.213
H 4.764 5.179 2.963 0.197
H 3.621 6.608 1.267 0.208
C 0.170 -4.216 2.624 -0.702
C -0.286 -2.754 2.697 0.532
O -0.805 -2.339 3.751 -0.709
N -0.106 -2.024 1.613 -0.666
Te 0.224 -2.621 -0.555 0.686
C 0.860 -3.212 -2.661 -0.326
C -0.094 -3.336 -3.680 0.063
C -1.546 -2.952 -3.507 -0.659
C 0.270 -3.817 -4.943 -0.266
C 1.566 -4.193 -5.234 -0.039
C 1.949 -4.716 -6.594 -0.618
C 2.512 -4.080 -4.222 -0.240
C 2.181 -3.607 -2.958 -0.022
C 3.279 -3.533 -1.930 -0.639
C 1.495 -0.924 -0.662 -0.301
C 2.616 -0.789 0.169 -0.016
C 3.003 -1.776 1.235 -0.639
C 3.425 0.339 0.033 -0.232
C 3.144 1.345 -0.875 0.007
C 4.007 2.571 -0.986 -0.629
C 2.008 1.210 -1.660 -0.241
C 1.179 0.101 -1.569 0.082
C -0.038 0.059 -2.453 -0.656
H 0.018 -4.662 3.606 0.214
H 1.221 -4.288 2.338 0.209
H -0.410 -4.759 1.875 0.209
H -1.760 -2.616 -2.496 0.233
H -2.199 -3.800 -3.732 0.201
H -1.814 -2.144 -4.193 0.207
H -0.493 -3.893 -5.715 0.183
H 1.116 -4.631 -7.294 0.203
H 2.241 -5.768 -6.549 0.203
H 2.794 -4.162 -7.008 0.206
H 3.539 -4.376 -4.422 0.185
H 4.168 -4.064 -2.274 0.192
H 2.953 -3.969 -0.986 0.224
H 3.553 -2.498 -1.723 0.234
H 2.653 -2.781 1.010 0.219
H 2.553 -1.490 2.187 0.244
H 4.089 -1.794 1.354 0.195
H 4.289 0.440 0.683 0.194
H 4.915 2.469 -0.390 0.202
H 3.471 3.452 -0.629 0.238
H 4.294 2.757 -2.024 0.201
H 1.738 2.010 -2.340 0.204
H -0.198 1.034 -2.913 0.212
H -0.932 -0.203 -1.882 0.224
H 0.074 -0.690 -3.241 0.216
```

---

Entry 3:
A structure of composition C16H23Br2N4O2RuS3 in a non-equilibrium geometry, computed with ωB97M-V/def2-TZVPD.

ΔE to the lowest compared entry with this formula, charge and spin = 0.0 kcal per mole
Multiplicity = 6
Charge = +2
Max |F| = 0.093 Eh/bohr
E_LUMO (alpha / beta) = -6.28 / -8.49 eV

```
51
Properties=species:S:1:pos:R:3:nbo_charge:R:1
Ru 11.152 11.466 7.563 0.961
O 9.926 16.940 7.235 -0.642
C 11.296 16.956 7.259 0.389
C 11.971 18.192 7.376 -0.308
C 13.360 18.221 7.505 -0.109
C 14.063 17.013 7.619 -0.243
C 13.338 15.800 7.627 -0.116
C 11.981 15.714 7.301 -0.216
C 11.396 14.336 7.302 0.614
O 12.084 13.431 7.904 -0.706
N 10.205 14.152 6.789 -0.235
N 9.925 12.872 6.848 -0.433
C 8.680 12.481 6.444 -0.034
S 8.384 10.968 5.580 0.453
C 6.618 11.298 5.351 -0.544
C 6.068 12.627 5.927 -0.551
S 7.284 13.487 6.941 0.470
H 9.653 17.864 7.067 0.495
H 11.387 19.138 7.397 0.237
H 13.907 19.180 7.438 0.246
H 15.160 16.987 7.734 0.243
H 13.860 14.854 7.839 0.232
H 6.134 10.438 5.813 0.254
H 6.465 11.209 4.258 0.271
H 5.162 12.462 6.551 0.269
H 5.816 13.347 5.170 0.257
Br 13.119 10.948 5.937 0.163
C 14.299 10.155 7.249 -0.553
Br 13.767 8.353 7.561 0.092
H 14.279 10.691 8.194 0.241
H 15.322 10.087 6.838 0.272
C 11.046 7.532 10.137 -0.424
N 10.910 8.843 10.791 -0.334
C 11.663 9.051 11.961 -0.424
C 10.380 9.899 10.190 0.461
S 10.129 9.708 8.460 -0.151
N 9.808 10.932 10.853 -0.496
C 8.592 10.700 11.560 -0.408
C 10.217 12.345 10.686 -0.409
H 11.306 6.755 10.885 0.244
H 11.785 7.574 9.364 0.234
H 10.066 7.299 9.723 0.233
H 12.526 9.715 11.732 0.219
H 12.005 8.112 12.371 0.242
H 11.023 9.507 12.717 0.235
H 8.532 9.635 11.851 0.224
H 7.696 10.994 10.988 0.207
H 8.510 11.320 12.467 0.225
H 11.320 12.423 10.600 0.223
H 9.842 12.872 11.582 0.247
H 9.797 12.794 9.763 0.188
```

---

It is found that the E_tot values, taken in the order of the records, are -851.93107; -3793.24921; -7429.74703 a.u..